Entry from the Open Molecules 2025 dataset: a cluster of 2 separate species, CH4N2S2 in total at a distorted geometry (wB97M-V/def2-TZVPD).

Positions of all 9 atoms, in Å:
H1 2.226 1.161 0.213
H2 -0.843 0.428 1.274
C1 -1.339 0.265 0.382
H3 1.378 -1.763 -0.439
S1 -2.622 -0.848 0.452
H4 -1.253 0.499 -1.465
S2 1.669 -0.982 0.570
N1 -0.895 0.849 -0.627
N2 1.679 0.391 -0.359

Gap between HOMO and LUMO: 4.82 eV
Energy relative to the best compared isomer or geometry (same formula, charge and spin): 489.2 kJ/mol
Energy: -946.2002 Ha
HOMO energy: -8.042 eV